The following is a DFT calculation (ωB97M-V with the def2-TZVPD basis set) of an isolated molecule of C3H5NO3.

Positions of all 12 atoms, in Å:
C1 -0.132 -0.289 0.298
C2 -2.484 -0.732 0.148
C3 0.899 0.818 0.130
N1 -3.665 0.030 0.007
O1 -3.481 1.147 -0.446
O2 -4.731 -0.439 0.311
O3 -1.337 -0.093 -0.079
H1 0.263 -1.109 0.979
H2 -2.514 -1.483 0.836
H3 1.790 0.399 -0.189
H4 0.934 1.102 1.195
H5 0.565 1.696 -0.461

The total energy comes out at -397.55427 Eh. The HOMO energy (alpha / beta) comes out at -8.6 / -8.2 eV. As for the net charge: 0. Its relative energy (zero: lowest compared OMol25 entry of this formula, charge and spin) is 177.2 kcal per mole. For the HOMO-LUMO gap (alpha / beta), the calculation gives 0.3003 / 0.2674 Eh.